ORCA calculation (the ωB97M-V functional and the def2-TZVPD basis) on 2 unconnected molecules or ions with the total composition C5H11I2N3O at a distorted geometry.

Each line ends with the Löwdin charge.
Cartesian coordinates (Å):
C  0.24  -1.03  1.97  -0.0451
C  0.35  -1.92  -0.36  -0.0986
C  0.13  1.24  0.07  -0.2732
C  -0.33  2.32  -0.87  -0.5952
C  -0.47  -1.30  0.67  -0.3785
N  -3.12  0.02  -0.45  0.3299
N  -0.83  0.07  0.09  -0.0294
N  -2.01  0.28  -0.17  -0.0390
O  2.26  0.20  -1.27  -1.1586
I  1.24  3.90  -1.09  0.7361
I  1.75  0.14  -3.12  0.6433
H  -0.43  -0.50  2.73  0.1028
H  0.35  -2.02  2.48  0.1051
H  1.15  -0.40  1.73  0.1123
H  1.39  -1.50  -0.35  0.0708
H  -0.05  -1.56  -1.30  0.0413
H  0.35  -3.05  -0.16  0.1297
H  1.15  0.84  -0.23  0.0341
H  0.19  1.63  1.11  0.1256
H  -0.69  1.84  -1.77  0.0271
H  -1.17  2.68  -0.41  -0.0006
H  -1.44  -1.87  0.68  0.1600

## Properties
LUMO   -0.08186 Ha
Charge   0
HOMO-LUMO gap   0.1716 Eh
Energy above the lowest of the compared OMol25 structures with the same formula, charge and spin   0.0 kcal/mol


ORCA calculation (the ωB97M-V functional and the def2-TZVPD basis) on 2 unconnected molecules or ions with the total composition C9H14 at a distorted geometry.

Each line ends with the Löwdin charge.
Cartesian coordinates (Å):
C  -0.79  -2.99  -0.13  -0.0567
C  -0.58  -1.54  -0.40  -0.2898
C  -1.44  -0.59  0.14  -0.0708
C  -1.29  0.76  -0.14  -0.1126
C  -0.28  1.20  -1.01  -0.1140
C  0.56  0.26  -1.59  -0.0913
C  0.43  -1.09  -1.26  -0.0454
H  -0.03  -3.63  -0.57  0.0735
H  -1.80  -3.18  -0.52  0.0936
H  -0.63  -3.29  0.91  0.0783
H  -2.19  -0.84  0.88  0.1137
H  -1.93  1.52  0.30  0.1072
H  -0.33  2.27  -1.04  0.0996
H  1.33  0.57  -2.28  0.1025
H  0.95  -1.87  -1.81  0.1066
C  1.28  2.58  1.69  -0.1458
C  1.43  1.04  1.68  -0.1548
H  1.33  2.89  2.73  0.0578
H  2.04  3.07  1.09  0.0598
H  0.34  2.88  1.23  0.0395
H  0.45  0.57  1.59  0.0365
H  1.94  0.68  0.80  0.0478
H  1.94  0.68  2.57  0.0646

## Properties
LUMO   0.03774 Ha
SMILES   Cc1ccccc1.CC
Charge   0
HOMO-LUMO gap   0.3711 Eh
Energy above the lowest of the compared OMol25 structures with the same formula, charge and spin   14.9 kcal/mol


ORCA calculation (the ωB97M-V functional and the def2-TZVPD basis) on a molecular structure, C49H50BF5Ge2IrO3S5 at a distorted geometry.

Each line ends with the Löwdin spin population.
Cartesian coordinates (Å):
Ir  -3.18  0.64  -2.76  1.5098
C  -1.11  -4.71  -3.80  0.0002
C  0.10  -3.88  -3.43  0.0024
C  0.43  -2.73  -4.13  0.0095
C  1.51  -1.93  -3.76  0.0189
C  1.84  -0.69  -4.57  0.0251
C  2.27  -2.29  -2.63  0.0077
C  1.98  -3.47  -1.94  0.0023
C  2.79  -3.93  -0.74  0.0004
C  0.90  -4.25  -2.36  0.0029
C  3.38  -1.38  -2.18  0.0192
C  4.69  -1.65  -2.56  -0.0009
C  5.71  -0.78  -2.20  0.0146
C  5.42  0.36  -1.47  0.0011
C  4.11  0.67  -1.08  0.0222
C  3.08  -0.24  -1.40  0.1136
Ge  1.14  0.11  -1.24  0.4235
S  -1.41  0.58  -4.01  1.0589
S  0.15  -1.58  -0.17  0.1176
Ge  -1.11  0.04  0.65  0.0356
S  -3.05  0.12  -0.39  0.2229
S  0.43  1.61  0.29  0.1382
C  -1.59  -0.16  2.55  0.0133
C  -1.61  0.99  3.37  0.0033
C  -1.97  0.88  4.71  0.0001
C  -2.33  -0.34  5.26  0.0021
C  -2.35  -1.46  4.45  -0.0001
C  -2.00  -1.40  3.11  0.0031
C  -2.12  -2.70  2.34  0.0014
C  -3.32  -3.03  1.70  0.0009
C  -4.56  -2.15  1.75  0.0044
C  -3.41  -4.24  1.02  0.0001
C  -2.37  -5.15  1.00  0.0002
C  -2.50  -6.46  0.26  0.0000
C  -1.20  -4.83  1.69  0.0004
C  -1.06  -3.62  2.37  0.0022
C  0.22  -3.32  3.12  0.0026
C  -1.29  2.37  2.88  0.0038
C  -2.24  3.16  2.22  0.0007
C  -3.63  2.66  1.88  0.0031
C  -1.90  4.47  1.86  0.0004
C  -0.67  5.02  2.17  0.0003
C  -0.34  6.44  1.78  0.0000
C  0.25  4.23  2.85  0.0013
C  -0.03  2.92  3.20  0.0051
C  1.00  2.07  3.91  0.0022
C  3.93  1.99  -0.38  0.0025
C  4.37  2.17  0.94  0.0007
C  4.84  1.01  1.80  0.0001
C  4.41  3.46  1.47  0.0005
C  4.00  4.57  0.74  0.0001
C  4.13  5.97  1.29  0.0000
C  3.50  4.36  -0.55  0.0002
C  3.46  3.10  -1.12  0.0001
C  2.93  2.95  -2.53  0.0054
H  -1.60  -4.31  -4.70  0.0000
H  -1.85  -4.69  -2.99  0.0001
H  -0.84  -5.75  -3.99  0.0001
H  -0.18  -2.43  -4.98  0.0045
H  1.16  -0.59  -5.41  0.0023
H  2.87  -0.74  -4.95  0.0010
H  1.77  0.22  -3.97  0.0203
H  3.56  -3.21  -0.46  0.0001
H  3.27  -4.89  -0.94  0.0000
H  2.13  -4.06  0.13  0.0004
H  0.67  -5.15  -1.80  0.0002
H  4.90  -2.54  -3.14  -0.0002
H  6.73  -0.98  -2.51  0.0012
H  6.21  1.06  -1.22  0.0003
H  -1.98  1.78  5.32  0.0000
H  -2.62  -0.41  6.30  0.0002
H  -2.65  -2.42  4.86  0.0000
H  -4.37  -1.19  2.24  0.0020
H  -5.35  -2.66  2.30  0.0002
H  -4.92  -1.94  0.74  0.0013
H  -4.34  -4.48  0.50  0.0000
H  -3.41  -6.49  -0.34  0.0000
H  -2.52  -7.30  0.95  0.0000
H  -1.65  -6.62  -0.42  0.0000
H  -0.37  -5.54  1.70  0.0000
H  0.90  -4.17  3.08  0.0000
H  0.02  -3.08  4.17  0.0001
H  0.73  -2.45  2.68  0.0028
H  -3.90  1.76  2.43  0.0011
H  -3.72  2.44  0.82  0.0015
H  -4.37  3.44  2.12  0.0002
H  -2.64  5.07  1.32  0.0000
H  -1.23  6.96  1.40  0.0000
H  0.41  6.46  0.98  0.0000
H  0.06  7.00  2.63  0.0000
H  1.23  4.64  3.10  0.0000
H  1.95  2.60  3.97  0.0000
H  1.17  1.13  3.37  0.0018
H  0.69  1.81  4.92  0.0000
H  4.52  0.05  1.40  0.0000
H  4.44  1.12  2.81  0.0000
H  5.93  0.99  1.88  0.0000
H  4.79  3.60  2.48  0.0001
H  4.53  5.96  2.30  0.0000
H  3.16  6.48  1.32  0.0000
H  4.79  6.58  0.67  0.0000
H  3.15  5.22  -1.13  0.0000
H  3.05  3.88  -3.09  0.0001
H  1.86  2.72  -2.52  0.0062
H  3.43  2.14  -3.07  0.0000
F  -6.98  0.51  -5.11  0.0002
C  -5.83  -0.15  -4.95  0.0024
F  -4.84  0.63  -5.40  0.0206
F  -5.86  -1.26  -5.68  0.0002
S  -5.65  -0.61  -3.18  0.0081
O  -4.39  -1.37  -3.11  0.0290
O  -6.85  -1.32  -2.91  0.0052
O  -5.47  0.72  -2.52  0.0643
F  -3.32  3.43  -3.54  0.0038
B  -2.79  2.62  -2.58  0.0184
F  -2.21  3.24  -1.56  -0.0063

## Properties
LUMO (spin up / spin down)   0.08397 / 0.04008 Ha
Spin multiplicity   5
Charge   -1
Expectation value of S²   6.0246
HOMO-LUMO gap (spin up / spin down)   0.2496 / 0.2366 Eh
Energy above the lowest of the compared OMol25 structures with the same formula, charge and spin   0.0 kcal/mol